(1)
Molecular formula: C19H38AuO3P
Method: DFT, wB97M-V/def2-TZVPD

## Properties
E = -1448.8603 a.u.
Spin multiplicity = 3
LUMO energy (alpha / beta) = -8.227 / -9.791 eV
Charge = +2
HOMO energy (alpha / beta) = -0.560 / -0.561 Ha
HOMO-LUMO gap (alpha / beta) = 0.2580 / 0.2011 Eh

Each line ends with the Löwdin spin population.
CARTESIAN COORDINATES (ANGSTROEM)
C -2.77 1.11 -0.34  -0.001
H -3.82 0.92 -0.06  0.000
H -2.39 2.07 0.09  0.000
H -2.11 0.38 0.15  0.000
C -2.56 1.19 -1.86  0.001
H -1.57 1.65 -2.01  0.001
H -2.43 0.19 -2.31  0.000
C -3.63 1.99 -2.61  0.000
H -3.57 1.81 -3.70  0.000
H -4.64 1.73 -2.25  0.000
H -3.47 3.07 -2.44  0.000
C 2.58 1.54 -0.31  0.189
C 1.90 2.18 -1.44  0.238
C 1.11 3.25 -0.93  0.317
C 1.21 3.25 0.48  0.312
C 2.10 2.21 0.88  0.268
C 2.57 1.91 2.26  0.041
C 0.56 4.22 1.39  0.044
C 0.35 4.23 -1.74  0.046
C 2.17 1.86 -2.86  0.038
C 3.61 0.48 -0.39  0.030
Au 0.60 0.64 -0.23  0.259
H 0.42 3.80 2.39  0.003
H 1.16 5.14 1.48  0.022
H -0.43 4.52 1.01  0.006
H 1.88 2.33 3.01  0.001
H 2.62 0.82 2.41  0.009
H 3.57 2.33 2.48  0.018
H 3.47 -0.10 -1.31  0.002
H 4.64 0.87 -0.38  0.013
H 3.49 -0.22 0.44  0.005
H 1.34 2.20 -3.50  0.002
H 3.08 2.34 -3.24  0.018
H 2.28 0.78 -2.99  0.006
H -0.63 4.45 -1.30  0.009
H 0.88 5.19 -1.84  0.021
H 0.18 3.85 -2.76  0.002
C -3.02 -3.41 -0.58  0.000
C -2.05 -2.31 -0.32  0.001
O -0.84 -2.53 -1.10  0.002
P 0.66 -2.32 -0.44  0.042
O 1.05 -3.89 -0.08  0.016
C 0.17 -5.05 0.12  0.003
C -0.54 -5.02 1.46  0.001
O 0.32 -1.80 1.10  0.014
C 1.24 -2.11 2.18  0.000
C 0.55 -1.64 3.44  0.000
H -3.16 -3.58 -1.65  0.000
H -3.97 -3.14 -0.11  0.000
H -2.68 -4.34 -0.10  0.000
H -2.46 -1.34 -0.61  0.000
H -1.78 -2.26 0.75  0.000
H -0.55 -5.08 -0.71  0.000
H 0.87 -5.89 0.07  0.000
H -1.18 -4.14 1.59  0.000
H -1.21 -5.90 1.51  0.000
H 0.16 -5.08 2.30  0.000
H 1.43 -3.19 2.23  0.000
H 2.19 -1.57 1.99  0.000
H 0.60 -0.54 3.54  0.000
H 1.00 -2.10 4.33  0.000
H -0.52 -1.92 3.39  0.000

(2)
Molecular formula: C42H105F6MnN7O14P
Method: DFT, wB97M-V/def2-TZVPD

## Properties
E = -5191.0133 a.u.
Spin multiplicity = 6
LUMO energy (alpha / beta) = -3.416 / -3.557 eV
Charge = +1
HOMO energy (alpha / beta) = -0.347 / -0.347 Ha
HOMO-LUMO gap (alpha / beta) = 0.2219 / 0.2167 Eh

Each line ends with the Löwdin spin population.
CARTESIAN COORDINATES (ANGSTROEM)
Mn -0.90 -4.65 -2.17  4.863
P -0.18 -1.20 -0.21  0.000
F -0.51 0.35 -0.63  0.000
F 1.19 -0.76 0.56  0.000
F -1.07 -0.99 1.12  0.000
F 0.01 -2.77 0.17  0.005
F -1.57 -1.80 -0.97  0.005
F 0.65 -1.39 -1.59  0.001
C -9.69 -1.81 2.02  0.000
O -8.85 -0.81 1.41  0.000
C -7.51 -0.92 1.82  0.000
C -6.60 0.23 1.42  0.000
N -6.20 0.21 -0.01  0.000
C -5.25 1.31 -0.32  0.000
C -4.86 1.34 -1.81  0.000
O -5.96 1.54 -2.69  0.000
C -6.70 2.69 -2.43  0.000
H -10.59 -1.24 2.25  0.000
H -9.32 -2.22 2.95  0.000
H -9.98 -2.64 1.37  0.000
H -7.17 -1.87 1.41  0.000
H -7.48 -0.95 2.91  0.000
H -5.70 0.22 2.03  0.000
H -7.16 1.13 1.69  0.000
H -6.85 0.24 -0.79  0.000
H -4.28 1.16 0.16  0.000
H -5.67 2.22 0.09  0.000
H -4.46 0.35 -2.04  0.000
H -4.06 2.08 -1.88  0.000
H -6.08 3.59 -2.46  0.000
H -7.12 2.71 -1.42  0.000
H -7.44 2.92 -3.19  0.000
C -2.12 -1.39 5.91  0.000
O -2.66 -0.31 6.66  0.000
C -2.39 0.89 6.03  0.000
C -3.30 1.97 6.54  0.000
N -4.67 1.85 6.07  0.000
C -5.59 2.52 6.99  0.000
C -7.05 2.24 6.58  0.000
O -7.27 0.86 6.73  0.000
C -8.57 0.45 6.37  0.000
H -2.59 -1.46 4.93  0.000
H -2.39 -2.38 6.26  0.000
H -1.05 -1.33 5.70  0.000
H -2.51 0.83 4.95  0.000
H -1.35 1.16 6.24  0.000
H -3.00 2.94 6.15  0.000
H -3.23 1.99 7.63  0.000
H -4.95 0.89 6.21  0.000
H -5.37 3.59 6.90  0.000
H -5.27 2.25 8.00  0.000
H -7.24 2.58 5.56  0.000
H -7.90 2.73 7.06  0.000
H -8.85 0.82 5.38  0.000
H -9.34 0.74 7.08  0.000
H -8.55 -0.64 6.36  0.000
C 5.54 3.19 -1.16  0.000
O 6.96 3.29 -1.31  0.000
C 7.54 4.59 -1.61  0.000
C 9.03 4.48 -1.44  0.000
N 9.78 5.69 -1.75  0.000
C 11.14 5.63 -1.12  0.000
C 11.82 7.00 -1.46  0.000
O 11.05 8.00 -0.83  0.000
C 11.53 9.31 -1.16  0.000
H 5.06 2.76 -2.04  0.000
H 5.11 4.12 -0.78  0.000
H 5.42 2.44 -0.38  0.000
H 7.13 5.24 -0.84  0.000
H 7.31 4.94 -2.62  0.000
H 9.43 3.69 -2.08  0.000
H 9.09 4.24 -0.38  0.000
H 9.23 6.52 -1.61  0.000
H 11.75 4.82 -1.51  0.000
H 11.02 5.66 -0.04  0.000
H 11.79 7.09 -2.54  0.000
H 12.82 6.93 -1.05  0.000
H 12.53 9.41 -0.73  0.000
H 10.98 10.12 -0.68  0.000
H 11.62 9.55 -2.23  0.000
C -0.14 3.30 -8.25  0.000
O -0.18 2.24 -7.35  0.000
C 0.64 2.50 -6.20  0.000
C 0.85 1.24 -5.32  0.000
N 1.28 0.05 -6.10  0.000
C 2.58 0.22 -6.77  0.000
C 3.79 0.47 -5.88  0.000
O 5.01 0.24 -6.54  0.000
C 6.11 0.64 -5.76  0.000
H 0.89 3.44 -8.57  0.000
H -0.47 4.27 -7.89  0.000
H -0.69 3.16 -9.18  0.000
H 0.18 3.27 -5.58  0.000
H 1.59 2.85 -6.61  0.000
H -0.12 0.98 -4.91  0.000
H 1.53 1.45 -4.50  0.000
H 0.61 -0.14 -6.83  0.000
H 2.49 1.09 -7.43  0.000
H 2.73 -0.65 -7.40  0.000
H 3.56 -0.14 -5.01  0.000
H 3.73 1.53 -5.67  0.000
H 6.18 0.08 -4.83  0.000
H 6.01 1.67 -5.43  0.000
H 7.00 0.42 -6.35  0.000
C -4.07 -3.71 -3.53  0.002
O -2.66 -3.92 -3.81  0.022
C -2.26 -3.37 -5.10  0.001
C -1.05 -4.12 -5.54  0.001
N 0.01 -3.95 -4.55  0.022
C 1.22 -4.63 -5.00  0.002
C 2.12 -4.66 -3.80  0.002
O 1.47 -4.92 -2.56  0.026
C 2.49 -4.85 -1.50  0.002
H -4.65 -4.25 -4.28  0.000
H -4.38 -2.68 -3.40  0.000
H -4.38 -4.19 -2.60  0.000
H -2.08 -2.29 -5.17  0.000
H -3.01 -3.47 -5.88  0.000
H -0.77 -3.78 -6.53  0.001
H -1.34 -5.16 -5.69  0.000
H 0.32 -2.99 -4.63  0.001
H 1.73 -4.00 -5.73  0.001
H 1.02 -5.60 -5.45  0.000
H 2.75 -3.78 -3.84  0.000
H 2.81 -5.47 -4.06  0.000
H 3.02 -5.79 -1.56  0.000
H 2.02 -4.74 -0.52  0.000
H 3.04 -3.92 -1.65  0.000
C -0.27 -6.94 1.53  0.000
O -0.33 -6.96 0.12  0.004
C -0.19 -8.24 -0.38  0.000
C -0.25 -8.25 -1.91  0.001
N -1.21 -7.31 -2.54  0.018
C -2.63 -7.70 -2.25  0.001
C -3.19 -7.38 -0.89  0.001
O -2.79 -6.03 -0.64  0.012
C -3.43 -5.56 0.54  0.001
H 0.71 -7.30 1.87  0.000
H -1.02 -7.56 2.02  0.000
H -0.42 -5.95 1.97  0.000
H -0.93 -8.94 0.01  0.000
H 0.68 -8.72 0.08  0.000
H -0.41 -9.25 -2.31  0.000
H 0.75 -8.01 -2.26  0.000
H -1.20 -7.62 -3.50  0.000
H -2.78 -8.78 -2.36  0.001
H -3.26 -7.30 -3.05  0.000
H -2.91 -8.13 -0.15  0.000
H -4.27 -7.35 -1.06  0.000
H -3.11 -6.23 1.35  0.000
H -4.52 -5.58 0.58  0.000
H -3.12 -4.54 0.76  0.000
C -0.29 4.66 3.46  0.000
O 0.54 3.83 4.25  0.000
C 1.64 3.35 3.49  0.000
C 2.54 2.42 4.38  0.000
N 2.89 3.17 5.62  0.000
C 3.55 2.24 6.58  0.000
C 3.70 3.02 7.92  0.000
O 2.43 3.52 8.34  0.000
C 2.33 4.03 9.67  0.000
H -0.60 5.40 4.20  0.000
H -1.14 4.09 3.10  0.000
H 0.25 5.17 2.66  0.000
H 2.28 4.17 3.18  0.000
H 1.24 2.76 2.67  0.000
H 3.42 2.05 3.86  0.000
H 1.87 1.60 4.65  0.000
H 2.03 3.50 6.02  0.000
H 4.51 1.94 6.19  0.000
H 2.89 1.39 6.75  0.000
H 4.45 3.79 7.77  0.000
H 4.05 2.30 8.66  0.000
H 2.59 3.24 10.38  0.000
H 1.31 4.34 9.91  0.000
H 3.00 4.89 9.75  0.000

(3)
Molecular formula: C2H6BrP
Method: DFT, wB97M-V/def2-TZVPD

## Properties
E = -2995.0949 a.u.
LUMO energy = 0.805 eV
Structure (SMILES) = C[C@H](P)Br
HOMO energy = -0.344 Ha
HOMO-LUMO gap = 0.3732 Eh

Each line ends with the Löwdin charge.
CARTESIAN COORDINATES (ANGSTROEM)
C -1.22 0.62 -0.03  -0.152
C 0.04 -0.65 0.17  -0.952
P 1.57 0.06 0.98  0.740
Br 0.33 -1.33 -1.68  0.520
H -1.92 0.54 0.79  0.039
H -1.82 0.22 -0.87  0.015
H -0.81 1.52 -0.59  0.076
H -0.51 -1.33 0.73  -0.010
H 2.42 -0.78 0.30  -0.146
H 1.93 1.14 0.22  -0.131

(4)
Molecular formula: C3H6N2O
Method: DFT, wB97M-V/def2-TZVPD

## Properties
E = -302.5905 a.u.
LUMO energy = 0.770 eV
HOMO energy = -0.323 Ha
HOMO-LUMO gap = 0.3513 Eh

Each line ends with the Löwdin charge.
CARTESIAN COORDINATES (ANGSTROEM)
C 1.62 -0.65 0.03  -0.083
N 0.91 0.61 -0.10  -0.069
C -0.36 0.83 -0.41  -0.162
N -1.20 -0.23 -0.54  0.023
C -2.27 0.43 0.16  -0.367
O -2.55 0.18 1.31  0.046
H 1.32 -1.22 0.91  0.086
H 2.68 -0.43 0.11  0.082
H 1.47 -1.27 -0.87  0.084
H 1.41 1.44 0.15  0.115
H -0.97 -1.18 -0.22  0.124
H -2.77 1.19 -0.45  0.121

(5)
Molecular formula: C2H11N5O
Method: DFT, wB97M-V/def2-TZVPD

## Properties
E = -431.6455 a.u.
LUMO energy (alpha / beta) = 0.713 / 0.713 eV
HOMO energy (alpha / beta) = -0.253 / -0.253 Ha
HOMO-LUMO gap (alpha / beta) = 0.2788 / 0.2788 Eh

Each line ends with the Löwdin charge.
CARTESIAN COORDINATES (ANGSTROEM)
C 0.08 -0.60 0.45  -0.479
C -0.76 0.37 -0.17  -0.230
N 1.26 2.39 0.06  -0.099
N -0.08 -0.96 1.80  0.117
N 1.27 -0.93 -0.12  0.158
N -1.59 -1.64 -0.41  -0.038
N -0.65 0.73 -1.49  0.107
O 0.42 1.63 0.85  -0.330
H -1.63 0.73 0.37  0.137
H 2.10 1.85 -0.19  0.042
H 0.77 2.63 -0.81  0.047
H -0.98 -0.67 2.17  0.099
H 0.64 -0.54 2.37  0.103
H 1.96 -1.34 0.49  0.110
H 1.67 -0.28 -0.79  0.089
H -0.99 -2.24 -0.99  -0.017
H -1.83 -2.21 0.40  -0.022
H -0.13 0.08 -2.07  0.097
H -1.53 0.97 -1.92  0.108

(6)
Molecular formula: H10Na3O6
Method: DFT, wB97M-V/def2-TZVPD

## Properties
E = -943.9478 a.u.
LUMO energy = -5.387 eV
Charge = +1
HOMO energy = -0.336 Ha
HOMO-LUMO gap = 0.1378 Eh

Each line ends with the Löwdin charge.
CARTESIAN COORDINATES (ANGSTROEM)
Na -9.12 5.54 2.74  0.835
Na -10.34 0.49 5.20  0.870
Na -5.47 2.60 5.75  0.852
O -5.31 5.32 2.95  -0.552
H -5.72 4.50 2.61  -0.211
O -8.42 1.76 2.21  -0.594
H -9.01 1.81 1.43  -0.159
O -4.52 0.02 2.42  -0.050
H -4.48 -0.92 2.24  0.032
H -5.46 0.23 2.43  0.012
O -6.65 3.45 -1.32  -0.046
H -7.11 3.15 -0.54  0.013
H -6.87 4.37 -1.40  0.026
O -9.05 -1.98 1.40  -0.054
H -8.75 -1.07 1.40  0.008
H -8.56 -2.40 2.12  0.021
O -12.96 -0.90 0.24  -0.056
H -12.88 -1.00 -0.71  0.035
H -12.18 -1.34 0.59  0.017

(7)
Molecular formula: C7H12N3O
Method: DFT, wB97M-V/def2-TZVPD

## Properties
E = -513.0121 a.u.
Spin multiplicity = 3
LUMO energy (alpha / beta) = -3.027 / -6.474 eV
Charge = +1
HOMO energy (alpha / beta) = -0.342 / -0.498 Ha
HOMO-LUMO gap (alpha / beta) = 0.2307 / 0.2606 Eh

Each line ends with the Löwdin spin population.
CARTESIAN COORDINATES (ANGSTROEM)
C -2.64 0.09 0.04  0.259
C 2.31 2.17 0.02  0.243
C 1.44 -2.15 -0.08  0.001
C -0.05 -1.85 0.22  0.033
C 2.16 -0.78 -0.01  0.015
C -1.29 0.55 0.09  0.437
C -0.17 -0.34 0.05  0.331
N 1.23 1.48 -0.10  -0.008
N 1.04 0.20 0.00  0.268
N -3.69 1.37 0.00  0.013
O -3.21 -0.93 -0.21  0.323
H 2.07 3.26 -0.06  0.013
H 3.28 1.91 0.15  0.020
H 1.86 -2.73 0.71  0.000
H 1.49 -2.75 -1.03  0.000
H -0.74 -2.35 -0.49  0.008
H -0.40 -2.13 1.11  0.008
H 2.67 -0.81 0.95  0.009
H 2.86 -0.51 -0.73  0.004
H -1.12 1.61 -0.12  0.015
H -3.76 1.98 -0.83  0.004
H -3.68 1.99 0.86  0.003
H -4.53 0.80 0.14  -0.001

(8)
Molecular formula: C2H6N2OS
Method: DFT, wB97M-V/def2-TZVPD

## Properties
E = -662.5295 a.u.
LUMO energy = 0.265 eV
HOMO energy = -0.263 Ha
HOMO-LUMO gap = 0.2724 Eh

Each line ends with the Löwdin charge.
CARTESIAN COORDINATES (ANGSTROEM)
C 0.17 -1.11 0.08  -0.157
C 0.24 1.21 -0.49  -0.522
N -1.76 -0.63 -0.49  -0.334
N 0.88 0.15 0.41  -0.112
O -2.40 -1.31 0.22  -0.184
S -1.44 1.25 0.12  0.704
H -0.02 -1.78 1.04  0.104
H 0.68 -1.70 -0.73  0.074
H 0.83 2.13 -0.27  0.078
H 0.38 1.25 -1.56  0.080
H 0.59 0.43 1.38  0.150
H 1.85 0.12 0.29  0.119

(9)
Molecular formula: C27H42Br30FN4O
Method: DFT, wB97M-V/def2-TZVPD

## Properties
E = -78667.8208 a.u.
LUMO energy = -3.877 eV
Charge = +1
HOMO energy = -0.415 Ha
HOMO-LUMO gap = 0.2724 Eh

Each line ends with the Löwdin charge.
CARTESIAN COORDINATES (ANGSTROEM)
C 0.53 -0.08 1.39  -0.109
C 1.03 1.03 0.32  -0.248
C 2.58 0.81 -0.11  -0.191
C 2.69 1.05 -1.69  -0.239
C 2.08 -0.17 -2.57  -0.201
C 2.69 -1.61 -2.20  -0.211
C 1.81 -2.42 -1.10  -0.195
C 1.76 -4.01 -1.37  -0.211
C 0.36 -4.60 -0.78  -0.175
C -0.75 -4.35 -1.94  -0.184
C -2.17 -3.84 -1.36  -0.102
C -2.30 -2.26 -1.57  -0.208
C -3.40 -1.44 -0.70  -0.184
N -3.59 -0.14 -1.51  -0.261
C -3.58 1.13 -0.72  -0.156
C -4.47 2.28 -1.42  -0.153
F -4.47 2.23 -2.86  -0.096
C -2.62 -0.23 -2.62  -0.151
N -1.87 0.73 -3.18  0.267
N -2.67 -1.70 -2.92  -0.046
O -1.94 -2.12 -3.99  -0.036
C -2.52 -1.63 -5.22  -0.346
N -2.71 -0.92 -6.19  0.178
H -0.27 -0.75 0.88  0.056
H 0.18 0.39 2.37  0.033
H 1.40 -0.81 1.66  0.065
H 1.00 2.05 0.87  -0.009
H 0.32 1.15 -0.58  0.078
H 2.90 -0.25 0.17  0.087
H 3.26 1.52 0.49  0.071
H 3.78 1.25 -1.98  0.056
H 2.07 2.00 -1.93  0.106
H 0.93 -0.11 -2.49  0.074
H 2.33 0.10 -3.67  0.117
H 3.76 -1.47 -1.78  0.099
H 2.70 -2.26 -3.14  0.084
H 2.17 -2.25 -0.02  0.101
H 0.74 -2.03 -1.20  0.079
H 2.68 -4.59 -1.01  0.106
H 1.75 -4.13 -2.52  0.099
H 0.07 -4.15 0.23  0.110
H 0.50 -5.75 -0.68  0.117
H -0.93 -5.28 -2.59  0.125
H -0.31 -3.55 -2.63  0.089
H -3.07 -4.45 -1.71  0.129
H -2.11 -4.00 -0.21  0.128
H -1.35 -1.67 -1.32  0.133
H -3.23 -1.33 0.42  0.154
H -4.41 -2.01 -0.95  -0.018
H -2.51 1.48 -0.50  0.131
H -4.07 0.95 0.31  0.145
H -4.14 3.33 -1.12  0.067
H -5.55 2.11 -1.08  0.115
H -1.50 1.47 -2.55  0.146
H -1.56 0.76 -4.16  0.150
C -0.08 4.05 3.58  -1.546
Br -1.28 2.57 3.93  0.511
Br 1.56 3.91 4.59  0.594
Br 0.25 4.26 1.68  0.611
H -0.59 4.96 3.92  -0.023
C -4.30 0.11 6.29  -1.592
Br -3.53 -0.43 4.58  0.518
Br -4.21 -1.32 7.60  0.590
Br -3.50 1.75 6.95  0.539
H -5.35 0.31 6.11  -0.023
C 2.41 0.31 6.50  -1.621
Br 3.79 0.25 7.87  0.580
Br 2.78 -0.92 5.05  0.558
Br 0.64 0.06 7.23  0.557
H 2.44 1.32 6.07  -0.076
C -4.66 5.38 2.94  -1.586
Br -3.89 4.85 1.24  0.572
Br -4.58 3.96 4.25  0.523
Br -3.87 7.02 3.61  0.592
H -5.72 5.59 2.76  -0.023
C -6.03 -4.01 -6.57  -1.584
Br -4.58 -3.41 -5.41  0.629
Br -6.22 -2.87 -8.12  0.592
Br -5.83 -5.87 -7.06  0.593
H -6.95 -3.92 -5.99  -0.058
C 5.73 -5.55 -2.98  -1.604
Br 4.14 -6.48 -3.58  0.558
Br 5.52 -3.62 -3.07  0.590
Br 6.29 -6.13 -1.22  0.566
H 6.53 -5.82 -3.67  -0.025
C 5.86 2.06 4.22  -1.581
Br 5.53 3.79 5.02  0.571
Br 5.69 2.11 2.28  0.568
Br 7.56 1.32 4.77  0.592
H 5.08 1.39 4.59  -0.064
C 9.14 5.15 4.99  -1.639
Br 8.82 6.88 5.79  0.561
Br 8.98 5.20 3.06  0.541
Br 10.84 4.40 5.55  0.563
H 8.37 4.48 5.36  -0.101
C -7.25 -1.46 -2.56  -1.486
Br -5.80 -0.87 -1.43  0.951
Br -7.45 -0.33 -4.12  0.609
Br -7.06 -3.33 -3.04  0.600
H -8.17 -1.38 -1.98  -0.019
C 3.72 4.89 -0.90  -1.616
Br 4.63 6.13 0.28  0.575
Br 2.50 5.80 -2.10  0.555
Br 4.98 3.77 -1.86  0.603
H 3.12 4.23 -0.27  -0.056

(10)
Molecular formula: C4H6N2O
Method: DFT, wB97M-V/def2-TZVPD

## Properties
E = -340.7200 a.u.
LUMO energy = 0.889 eV
Structure (SMILES) = Nc1[nH]ccc1O
HOMO energy = -0.277 Ha
HOMO-LUMO gap = 0.3094 Eh

Each line ends with the Löwdin charge.
CARTESIAN COORDINATES (ANGSTROEM)
N 1.91 0.89 0.06  0.097
C 0.67 0.24 0.13  -0.318
C 0.06 -0.97 0.19  -0.280
O 0.61 -2.21 0.42  0.019
C -1.33 -0.74 -0.20  -0.031
C -1.51 0.58 -0.39  -0.142
N -0.30 1.22 -0.15  0.001
H 1.58 1.60 -0.60  0.098
H 2.72 0.34 -0.19  0.090
H 0.30 -2.52 1.27  0.106
H -2.06 -1.51 -0.38  0.102
H -2.34 1.17 -0.75  0.104
H -0.30 1.91 0.60  0.154